[1]
A single C5H6O molecule at a distorted geometry, computed with wB97M-V/def2-TZVPD.

Computed properties:
Kohn-Sham gap (alpha / beta) = 8.9 / 8.9 eV
SMILES = CC1=C2O[C@@]12C
spin multiplicity = 1
HOMO (alpha / beta) = -8.6452 / -8.6457 eV

XYZ file:
```
12
C5H6O | the Open Molecules 2025 dataset | wB97M-V/def2-TZVPD
C 0.810 -1.013 -0.243
C 2.145 -1.003 -0.510
C 1.177 0.418 -0.208
C -0.308 -1.770 0.319
C 1.019 1.244 1.035
O 2.373 0.312 -0.880
H 0.048 -2.759 0.768
H -0.972 -2.233 -0.453
H -0.929 -1.187 0.950
H 0.153 1.814 0.944
H 1.782 2.028 1.364
H 0.896 0.518 1.871
```

---

[2]
A single C5H6O molecule at a distorted geometry, computed with wB97M-V/def2-TZVPD.

Computed properties:
Kohn-Sham gap = 8.8 eV
SMILES = CC(C)=C=C=O
spin multiplicity = 1
HOMO = -8.9116 eV

XYZ file:
```
12
C5H6O | the Open Molecules 2025 dataset | wB97M-V/def2-TZVPD
C -1.794 0.579 -0.351
C -0.430 -0.053 -0.150
C -0.035 -1.296 -0.438
C 1.194 -1.770 -0.218
O 2.165 -2.409 -0.128
C 1.087 0.663 0.543
H -1.697 1.465 -0.988
H -2.565 -0.067 -0.802
H -2.183 0.925 0.614
H 1.575 0.496 -0.402
H 1.054 -0.072 1.328
H 1.628 1.537 0.994
```

---

[3]
2 unconnected molecules or ions with the total composition C5H6O at a distorted geometry, computed with wB97M-V/def2-TZVPD.

Computed properties:
Kohn-Sham gap = 10.1 eV
SMILES = C1=CC1.C=C=O
spin multiplicity = 1
HOMO = -9.1880 eV

XYZ file:
```
12
C5H6O | the Open Molecules 2025 dataset | wB97M-V/def2-TZVPD
C -2.610 -0.813 0.240
C -2.738 -1.081 1.504
C 0.732 -0.692 0.257
C 1.535 0.372 -0.480
C 0.438 -0.052 -1.076
O -2.447 -0.492 -0.863
H -1.949 -1.408 2.133
H -3.700 -0.966 1.870
H 0.006 -0.604 1.073
H 1.088 -1.687 0.384
H 2.348 1.089 -0.662
H -0.376 -0.053 -1.781
```

---

Short version: energy relative to the best compared isomer or geometry (same formula, charge and spin) = 4.8773, 3.8946, 3.9645 eV, in the order given.